A single CN2O2S molecule at a distorted geometry, computed with ωB97M-V/def2-TZVPD.

Properties
**HOMO level**: -11.9498 eV
**Energy relative to the best compared isomer or geometry (same formula, charge and spin)**: 114.8 kcal per mole
**Maximum force**: 3.4 eV/Å
**SMILES**: N#COS(#N)=O
**Molar mass**: 104.09 g/mol
**Orbital gap**: 9.290 eV

ORCA input file:
```
! RIJCOSX wB97M-V def2-TZVPD def2/J DEFGRID3
* xyz 0 1
N 1.61790 1.41176 1.30192
C 0.83907 1.11131 0.51918
O -0.09954 0.79407 -0.25867
S -0.61253 -0.84382 -0.74965
N -0.21505 -2.04803 -0.08707
O -1.57339 -0.60248 -1.76708
*
```